# C3H3P

C3H3P as an isolated structure in a non-equilibrium geometry (ωB97M-V/def2-TZVPD, the OMol25 dataset).

Each line ends with the Löwdin charge.
CARTESIAN COORDINATES (ANGSTROEM)
C: -0.91493 -0.11480 0.69433  -0.481
C: 0.06523 0.16318 -0.93805  -0.106
C: 0.64775 0.18945 -1.97184  -0.018
P: -0.24997 -0.03354 2.20321  0.763
H: -2.01110 0.04164 0.50809  0.008
H: 1.35564 0.04460 -2.71986  -0.003
H: 1.10738 -0.29052 2.22413  -0.162

Calculated values
ΔE to the lowest compared entry with this formula, charge and spin in kcal/mol: 54.9
Orbital gap in hartree: 0.3390
E in eV: -12442.611
LUMO in eV: -0.6
Strongest force on any atom in eV/Å: 6.80

---

# C3H7N3S

One molecule with the formula C3H7N3S in a non-equilibrium geometry (ωB97M-V/def2-TZVPD, the OMol25 dataset).

Each line ends with the Löwdin charge.
CARTESIAN COORDINATES (ANGSTROEM)
C: 0.37938 -1.58376 0.55118  -0.329
C: 0.60667 -2.46920 1.52147  0.022
C: 0.54380 1.86985 -0.29468  -0.097
N: 0.73824 -0.28211 0.61666  -0.011
N: -1.65928 1.42022 -1.68588  -0.397
N: 0.04534 0.53230 -0.11576  -0.511
S: -1.39467 0.12667 -0.84006  0.945
H: -0.11572 -1.90061 -0.37399  0.062
H: 1.03084 -2.16949 2.46264  0.052
H: 0.36864 -3.50833 1.38898  0.045
H: 1.42190 1.98768 0.33508  0.091
H: 0.79695 2.02881 -1.34430  0.082
H: -0.23267 2.58775 -0.02860  0.077
H: -2.52944 1.36022 -2.19273  -0.030

Calculated values
ΔE to the lowest compared entry with this formula, charge and spin in kcal/mol: 103.0
Orbital gap (alpha / beta) in hartree: 0.2583 / 0.2795
E in eV: -18526.003
LUMO (alpha / beta) in eV: -0.3 / 0.0
Strongest force on any atom in eV/Å: 1.15

---

# C17H39N3O4PSi2

C17H39N3O4PSi2 as an isolated structure in a non-equilibrium geometry (ωB97M-V/def2-TZVPD, the OMol25 dataset).

Each line ends with the Löwdin charge.
CARTESIAN COORDINATES (ANGSTROEM)
C: -0.74336 2.72849 -2.38544  -0.103
C: -1.43867 1.56487 -1.69523  -0.264
C: -2.82373 1.27606 -2.26111  -0.285
N: -2.78937 1.21666 -3.74986  -0.144
Si: -2.34291 -0.34922 -4.40006  0.481
O: -1.53252 -1.29826 -3.26629  -0.410
Si: -0.00120 -1.85545 -3.65049  0.445
C: 0.04587 -3.71216 -3.98385  -0.280
C: 0.03382 -4.56402 -2.67080  -0.250
C: 1.47405 -4.85307 -2.18540  -0.194
C: 1.71104 -4.72070 -0.66152  -0.184
C: 0.49703 -4.98803 0.23904  -0.156
C: -0.11237 -3.68338 0.69291  -0.173
O: 0.89221 -2.90407 1.37621  -0.001
C: 0.41138 -1.86542 2.02841  -0.626
C: 1.35381 -1.26756 3.02643  0.030
O: -0.64367 -1.40676 1.83957  0.124
P: 1.33420 -1.15434 -1.96358  0.614
O: 1.74455 0.23097 -2.33953  -0.535
H: 0.14679 2.96675 -1.81325  0.061
H: -1.38536 3.60537 -2.31297  0.072
H: -0.48980 2.52650 -3.41364  0.069
H: -1.55574 1.82160 -0.64123  0.077
H: -0.81395 0.67948 -1.73078  0.051
H: -3.28092 0.39540 -1.80639  0.101
H: -3.43547 2.13418 -1.98892  0.108
H: -3.72842 1.42787 -4.07264  0.066
H: -1.43174 -0.14241 -5.53726  -0.030
H: -3.51383 -1.11288 -4.87627  -0.027
H: 0.57331 -1.18811 -4.83019  -0.001
H: 0.97023 -3.90736 -4.52480  0.070
H: -0.77843 -4.00822 -4.62658  0.075
H: -0.56029 -4.00452 -1.95753  0.071
H: -0.41591 -5.52129 -2.89470  0.105
H: 2.12420 -4.12841 -2.67012  0.075
H: 1.78841 -5.82518 -2.54917  0.111
H: 2.45799 -5.46542 -0.40049  0.108
H: 2.18251 -3.77409 -0.44148  0.077
H: 0.82311 -5.51113 1.13290  0.116
H: -0.28937 -5.56971 -0.22904  0.120
H: -0.99936 -3.84010 1.29844  0.135
H: -0.43056 -3.08751 -0.15699  0.094
H: 1.48989 -0.21545 2.80118  0.076
H: 2.33260 -1.72611 2.96933  0.085
H: 0.95330 -1.36035 4.02670  0.090
H: 2.50115 -1.94626 -1.85218  -0.010
H: 0.61441 -1.09703 -0.74393  -0.016
C: -1.54390 2.33128 2.43100  -0.063
C: -0.42734 3.30551 2.12646  -0.152
N: 0.16796 3.92217 3.32956  -0.031
C: -0.11779 3.65300 4.64637  0.009
C: 0.66058 4.47126 5.39687  0.009
N: 1.41118 5.22125 4.52329  -0.089
C: 1.10356 4.86506 3.28039  -0.013
C: 2.39105 6.25006 4.88097  0.032
H: -2.35344 2.81078 2.98415  0.090
H: -1.95250 1.94560 1.50006  0.072
H: -1.18453 1.48238 3.01472  0.080
H: -0.79854 4.11478 1.49781  0.134
H: 0.37352 2.80305 1.58319  0.134
H: -0.84774 2.91028 4.91013  0.134
H: 0.76744 4.60898 6.45777  0.140
H: 1.53713 5.27312 2.38256  0.179
H: 2.10442 7.19331 4.42239  0.107
H: 3.37416 5.95076 4.52549  0.107
H: 2.41590 6.36714 5.95945  0.102

Calculated values
Orbital gap in hartree: 0.3012
Net charge: +1
E in eV: -55962.712
LUMO in eV: -2.8
Strongest force on any atom in eV/Å: 4.21